(1)
Here is a 2-piece molecular cluster, C4H13N2Si overall from the Open Molecules 2025 dataset. Energies are from ωB97M-V with the def2-TZVPD basis set.

Each line ends with the natural charge from an NBO analysis.
CARTESIAN COORDINATES (ANGSTROEM)
Si (-0.535, -0.299, 1.030)  1.295
N (2.861, 0.517, -2.186)  -0.793
N (1.712, -1.526, -2.162)  -0.810
C (1.820, -0.245, -1.803)  0.403
C (-1.983, -0.398, -0.185)  -1.080
C (-1.401, 0.607, 2.478)  -1.102
C (0.442, 1.274, 0.623)  -0.397
H (-0.106, 1.902, -0.154)  0.210
H (2.516, -2.041, -2.635)  0.420
H (-2.604, -1.254, 0.095)  0.260
H (1.043, 1.923, 1.255)  0.201
H (-0.775, 1.050, 3.337)  0.261
H (-1.691, -0.636, -1.134)  0.234
H (3.043, 1.389, -1.700)  0.423
H (-2.498, 0.559, -0.294)  0.254
H (-1.980, 1.457, 2.185)  0.260
H (-2.166, -0.098, 3.061)  0.285
H (0.372, -1.421, 0.894)  -0.139
H (3.639, 0.075, -2.605)  0.387
H (0.871, -1.901, -1.776)  0.430

HOMO energy (alpha / beta) in eV: -13.97 / -12.59
Multiplicity: 1
Gap between HOMO and LUMO (alpha / beta) in Eh: 0.31041 / 0.21973
Net charge: +1

(2)
Here is an isolated ion of composition C4H13N3 and charge -1 from the Open Molecules 2025 dataset. Energies are from ωB97M-V with the def2-TZVPD basis set.

Each line ends with the natural charge from an NBO analysis.
CARTESIAN COORDINATES (ANGSTROEM)
N (1.970, -0.970, -1.291)  -1.025
N (-0.179, 0.470, -0.078)  -0.749
N (-2.747, -1.314, 0.070)  -0.864
C (1.297, 0.957, 0.181)  -0.281
C (2.175, 0.456, -1.010)  -0.702
C (-2.519, 0.014, 0.694)  -0.217
C (-0.984, 0.401, 1.105)  -0.222
H (0.109, -0.148, -0.855)  0.425
H (2.035, 1.214, -1.795)  0.184
H (-0.672, -0.525, 1.735)  0.135
H (-2.859, 0.760, -0.062)  0.183
H (3.278, 0.751, -0.792)  0.123
H (-3.104, 0.158, 1.650)  0.170
H (-2.672, -2.066, 0.683)  0.351
H (1.778, 0.573, 1.138)  0.159
H (1.319, 2.064, 0.269)  0.167
H (-0.970, 1.291, 1.857)  0.187
H (-2.210, -1.434, -0.781)  0.369
H (2.448, -1.483, -0.576)  0.313
H (2.504, -1.169, -2.143)  0.294

⟨S²⟩: 0.75
HOMO energy (alpha / beta) in eV: 1.27 / -4.80
Multiplicity: 2
Gap between HOMO and LUMO (alpha / beta) in Eh: 0.09344 / 0.31215
Net charge: -1

(3)
Here is one molecule with the formula C4H13N3 from the Open Molecules 2025 dataset. Energies are from ωB97M-V with the def2-TZVPD basis set.

Each line ends with the natural charge from an NBO analysis.
CARTESIAN COORDINATES (ANGSTROEM)
N (-1.527, 2.237, -0.597)  -0.846
N (-1.135, 0.178, 0.763)  -0.661
N (0.966, -1.639, -0.614)  -0.630
C (1.169, -0.515, 0.249)  -0.221
C (1.985, -1.651, -1.680)  -0.409
C (0.103, -0.318, 1.336)  -0.220
C (-1.469, 1.593, 0.757)  -0.056
H (1.898, -0.753, -2.295)  0.169
H (-2.401, 1.778, 1.280)  0.163
H (-0.694, 2.153, 1.298)  0.160
H (-1.971, -0.250, 1.103)  0.369
H (0.027, -1.669, -0.961)  0.361
H (0.513, 0.304, 2.136)  0.181
H (-2.496, 2.540, -0.693)  0.349
H (1.759, -2.523, -2.291)  0.198
H (1.133, 0.461, -0.269)  0.151
H (2.957, -1.773, -1.216)  0.195
H (-0.197, -1.304, 1.704)  0.199
H (-1.347, 1.491, -1.261)  0.361
H (2.159, -0.555, 0.711)  0.185

HOMO energy in eV: -8.59
Multiplicity: 1
Gap between HOMO and LUMO in Eh: 0.35688
SMILES string: CNCCNCN

(4)
Here is a 2-piece molecular cluster, C4H13N3 overall from the Open Molecules 2025 dataset. Energies are from ωB97M-V with the def2-TZVPD basis set.

Each line ends with the natural charge from an NBO analysis.
CARTESIAN COORDINATES (ANGSTROEM)
N (1.053, 1.080, 0.090)  -0.219
N (-3.645, -0.313, 0.861)  -1.138
N (-1.935, -0.233, -1.309)  -0.557
C (2.362, 0.685, 0.535)  -0.287
C (-1.021, 0.788, -1.084)  -0.274
C (0.407, 0.262, -0.842)  -0.292
C (2.561, -0.785, 1.055)  -0.628
H (-0.985, 1.617, -1.817)  0.198
H (-3.260, -0.356, -0.102)  0.403
H (0.351, -0.749, -0.345)  0.231
H (3.582, -1.051, 0.735)  0.215
H (3.095, 0.803, -0.267)  0.219
H (-1.883, -0.626, -2.252)  0.320
H (0.852, 0.061, -1.822)  0.249
H (1.953, -1.517, 0.515)  0.208
H (-2.855, -0.273, 1.488)  0.346
H (-1.311, 1.257, -0.133)  0.209
H (2.517, -0.984, 2.123)  0.224
H (-4.332, -0.983, 1.156)  0.358
H (2.493, 1.319, 1.415)  0.214

HOMO energy in eV: -7.78
Multiplicity: 1
Gap between HOMO and LUMO in Eh: 0.18062

(5)
Here is one molecule with the formula C4H13N3 from the Open Molecules 2025 dataset. Energies are from ωB97M-V with the def2-TZVPD basis set.

Each line ends with the natural charge from an NBO analysis.
CARTESIAN COORDINATES (ANGSTROEM)
N (1.807, -0.270, -1.923)  -0.828
N (-1.051, 2.144, 1.133)  -0.854
N (-1.417, -0.593, 1.563)  -0.841
C (0.454, -1.257, 0.091)  -0.416
C (-0.632, -0.192, 0.433)  -0.056
C (0.914, -1.326, -1.352)  -0.234
C (-0.099, 1.232, 0.478)  -0.222
H (2.432, -0.044, -1.154)  0.348
H (1.273, -1.205, 0.830)  0.197
H (0.816, 1.304, 1.076)  0.188
H (1.548, -2.216, -1.383)  0.190
H (0.061, 1.566, -0.549)  0.176
H (-1.950, 0.206, 1.903)  0.380
H (-1.726, 2.518, 0.482)  0.356
H (0.031, -2.237, 0.294)  0.215
H (0.125, -1.520, -2.081)  0.190
H (-0.571, 2.916, 1.577)  0.366
H (-1.132, -0.292, -0.562)  0.138
H (1.256, 0.535, -2.197)  0.347
H (-2.137, -1.270, 1.342)  0.359

HOMO energy in eV: -8.90
Multiplicity: 1
Gap between HOMO and LUMO in Eh: 0.36190
SMILES string: NCC[C@@H](N)CN

(6)
Here is a 2-piece molecular cluster, C4H13N3 overall from the Open Molecules 2025 dataset. Energies are from ωB97M-V with the def2-TZVPD basis set.

Each line ends with the natural charge from an NBO analysis.
CARTESIAN COORDINATES (ANGSTROEM)
N (-2.088, -1.254, 0.610)  -0.842
N (-0.305, -0.222, -1.487)  -0.756
N (2.283, -1.105, -0.285)  -0.863
C (0.550, 0.279, 0.824)  -0.460
C (2.067, 0.124, 0.456)  -0.205
C (-0.459, 0.442, -0.278)  0.158
C (-1.859, 0.191, 0.264)  -0.269
H (-1.536, -1.767, -0.076)  0.369
H (0.294, -0.727, 1.229)  0.267
H (-2.502, 0.359, -0.614)  0.189
H (2.295, 0.993, -0.231)  0.154
H (0.113, 0.447, -2.133)  0.349
H (-3.053, -1.537, 0.534)  0.365
H (-0.668, 2.536, -0.506)  0.141
H (0.356, 1.010, 1.606)  0.221
H (-0.568, 1.600, -0.595)  0.044
H (2.652, 0.164, 1.383)  0.200
H (3.148, -1.234, -0.792)  0.365
H (1.520, -1.107, -0.977)  0.377
H (-2.239, 0.807, 1.067)  0.197

HOMO energy in eV: -8.31
Multiplicity: 1
Gap between HOMO and LUMO in Eh: 0.24971

(7)
Here is C4H13N3 as an isolated structure from the Open Molecules 2025 dataset. Energies are from ωB97M-V with the def2-TZVPD basis set.

Each line ends with the natural charge from an NBO analysis.
CARTESIAN COORDINATES (ANGSTROEM)
N (-0.008, 0.778, 2.064)  -0.845
N (2.049, -0.468, -1.254)  -0.914
N (-0.613, -1.344, -0.998)  -0.858
C (1.218, 0.549, -0.678)  -0.209
C (-0.431, -0.146, -0.231)  0.119
C (-0.055, -0.352, 1.179)  -0.168
C (-1.514, 0.879, -0.495)  -0.642
H (-1.666, 1.016, -1.570)  0.226
H (3.043, -0.343, -1.097)  0.391
H (1.735, 1.098, 0.108)  0.199
H (1.550, -0.958, -1.994)  0.399
H (-2.459, 0.537, -0.059)  0.205
H (-1.578, -1.652, -1.017)  0.371
H (0.921, 1.276, -1.435)  0.147
H (-0.958, 1.095, 2.245)  0.361
H (0.750, -1.072, 1.330)  0.211
H (-1.264, 1.845, -0.049)  0.227
H (-1.092, -1.152, 1.642)  0.040
H (0.393, 0.510, 2.958)  0.366
H (-0.020, -2.096, -0.649)  0.373

HOMO energy in eV: -7.66
Multiplicity: 1
Gap between HOMO and LUMO in Eh: 0.32012

(8)
Here is C4H13N3 as an isolated structure from the Open Molecules 2025 dataset. Energies are from ωB97M-V with the def2-TZVPD basis set.

Each line ends with the natural charge from an NBO analysis.
CARTESIAN COORDINATES (ANGSTROEM)
N (-0.177, -0.736, 0.752)  -0.485
N (1.715, 0.676, 0.671)  -0.867
N (-0.589, -2.626, -0.635)  -0.821
C (-0.323, 1.417, 1.902)  -0.634
C (-0.411, 0.583, -1.978)  -0.988
C (0.282, 0.615, 0.773)  0.005
C (0.192, -1.562, -0.223)  0.247
H (-0.645, 1.572, -2.375)  0.201
H (0.109, 1.174, 2.884)  0.180
H (-0.142, 2.479, 1.726)  0.220
H (1.165, -1.421, -0.661)  0.221
H (-1.404, 1.268, 1.970)  0.200
H (-0.118, 0.841, -0.661)  0.238
H (-1.577, -2.605, -0.419)  0.393
H (-1.121, -0.862, 1.097)  0.387
H (-0.201, -3.169, -1.390)  0.407
H (2.006, 1.094, -0.204)  0.366
H (0.375, 0.153, -2.602)  0.187
H (-1.307, -0.035, -2.074)  0.184
H (2.172, 1.142, 1.445)  0.360

HOMO energy (alpha / beta) in eV: -5.77 / -5.77
Multiplicity: 1
Gap between HOMO and LUMO (alpha / beta) in Eh: 0.24167 / 0.24164

(9)
Here is one molecule with the formula C4H13N3 from the Open Molecules 2025 dataset. Energies are from ωB97M-V with the def2-TZVPD basis set.

Each line ends with the natural charge from an NBO analysis.
CARTESIAN COORDINATES (ANGSTROEM)
N (1.096, 0.461, -0.318)  -0.495
N (0.838, 0.350, -1.677)  -0.445
N (0.073, -1.619, 0.245)  -0.875
C (-1.225, 0.474, 0.813)  -0.649
C (0.284, -0.262, 0.645)  0.280
C (1.003, -0.219, 1.988)  -0.619
C (-0.664, 0.611, -2.152)  -0.466
H (-0.430, -1.691, -0.641)  0.374
H (0.445, -0.803, 2.710)  0.218
H (0.862, -2.228, 0.437)  0.379
H (-1.302, 1.485, 0.426)  0.201
H (-1.388, 0.537, 1.889)  0.206
H (-1.462, -0.060, -1.822)  0.173
H (2.005, -0.629, 1.884)  0.215
H (-0.577, 0.484, -3.227)  0.202
H (-0.893, 1.647, -1.921)  0.197
H (1.166, 1.442, -0.072)  0.346
H (1.069, -0.605, -1.945)  0.339
H (-1.986, -0.178, 0.392)  0.208
H (1.087, 0.804, 2.345)  0.211

HOMO energy in eV: -8.36
Multiplicity: 1
Gap between HOMO and LUMO in Eh: 0.34509
SMILES string: CNNC(C)(C)N

(10)
Here is one molecule with the formula C4H13N3 from the Open Molecules 2025 dataset. Energies are from ωB97M-V with the def2-TZVPD basis set.

Each line ends with the natural charge from an NBO analysis.
CARTESIAN COORDINATES (ANGSTROEM)
N (0.005, 2.382, 1.487)  -0.816
N (0.541, 1.070, -1.338)  -0.832
N (0.793, -2.185, 0.477)  -0.856
C (0.055, 0.482, -0.131)  -0.037
C (-0.796, -0.732, -0.586)  -0.410
C (0.086, -1.937, -0.720)  -0.217
C (-0.702, 1.379, 0.839)  -0.222
H (1.669, -1.690, 0.470)  0.361
H (1.305, 1.752, -1.115)  0.346
H (0.170, 3.166, 0.813)  0.346
H (1.028, 0.131, 0.476)  0.146
H (-1.524, -1.012, 0.205)  0.200
H (-1.651, 1.641, 0.303)  0.154
H (0.741, -1.801, -1.569)  0.154
H (-1.110, 0.625, 1.571)  0.193
H (-1.419, -0.493, -1.445)  0.219
H (0.881, -3.163, 0.757)  0.374
H (-0.626, -2.739, -0.899)  0.196
H (1.103, 0.323, -1.764)  0.344
H (-0.549, 2.802, 2.168)  0.359

HOMO energy in eV: -8.89
Multiplicity: 1
Gap between HOMO and LUMO in Eh: 0.36573
SMILES string: NCC[C@@H](N)CN

(11)
Here is an isolated ion of composition C4H13N3 and charge +1 from the Open Molecules 2025 dataset. Energies are from ωB97M-V with the def2-TZVPD basis set.

Each line ends with the natural charge from an NBO analysis.
CARTESIAN COORDINATES (ANGSTROEM)
N (-1.137, -0.320, -0.227)  -0.199
N (-2.681, 0.928, 0.963)  -0.695
N (2.800, 0.929, -1.250)  -0.812
C (-0.060, -1.011, 0.443)  -0.274
C (-2.495, -0.331, 0.336)  -0.102
C (1.269, -0.250, 0.363)  -0.437
C (1.810, -0.129, -1.065)  -0.228
H (-2.663, 1.761, 0.379)  0.393
H (1.988, -0.742, 1.021)  0.244
H (1.140, 0.721, 0.855)  0.211
H (-2.162, 1.142, 1.808)  0.397
H (-0.926, 0.505, -0.788)  0.410
H (-0.361, -1.221, 1.461)  0.241
H (2.316, -1.046, -1.322)  0.214
H (-2.546, -1.127, 1.071)  0.231
H (0.029, -1.980, -0.055)  0.265
H (2.371, 1.842, -1.202)  0.357
H (3.557, 0.851, -0.584)  0.368
H (-3.264, -0.535, -0.405)  0.240
H (1.014, 0.011, -1.802)  0.176

⟨S²⟩: 0.76
HOMO energy (alpha / beta) in eV: -12.72 / -12.72
Multiplicity: 2
Gap between HOMO and LUMO (alpha / beta) in Eh: 0.35506 / 0.19558
Net charge: +1

(12)
Here is a 3-piece molecular cluster, C4H13N3 overall from the Open Molecules 2025 dataset. Energies are from ωB97M-V with the def2-TZVPD basis set.

Each line ends with the natural charge from an NBO analysis.
CARTESIAN COORDINATES (ANGSTROEM)
N (-2.111, 1.437, 0.329)  -0.651
N (5.682, 0.456, 0.080)  -0.639
N (4.119, -1.244, 0.114)  0.295
C (-4.133, 0.668, -0.810)  -0.567
C (-3.329, -0.520, -0.524)  0.189
C (-3.575, 1.759, 0.131)  -0.192
C (4.901, -0.519, 0.719)  0.075
H (-3.445, -1.087, 0.396)  0.239
H (-3.690, 2.804, -0.139)  0.252
H (5.863, 0.175, -0.881)  0.431
H (5.254, -0.701, 1.750)  0.390
H (-3.916, 1.007, -1.826)  0.254
H (6.564, 0.634, 0.558)  0.442
H (3.943, -3.985, -0.448)  0.012
H (3.858, -4.060, 0.290)  -0.006
H (-1.965, 0.460, 0.027)  0.310
H (-1.887, 1.546, 1.316)  0.399
H (-5.215, 0.527, -0.741)  0.316
H (-2.773, -0.898, -1.379)  0.243
H (-4.146, 1.542, 1.038)  0.207

HOMO energy in eV: -17.07
Multiplicity: 1
Gap between HOMO and LUMO in Eh: 0.18637
Net charge: +2

Result set for energy relative to the best compared isomer or geometry (same formula, charge and spin): 127.61 41.46 28.06 154.46 19.57 135.71 51.74 83.33 43.31 29.49 7.33 228.64 kcal per mole, one per record in the order listed.
Result set for electronic energy: -15205.757 -8825.852 -8828.196 -8822.714 -8828.564 -8823.528 -8827.169 -8825.799 -8827.534 -8828.134 -8820.686 -8803.662 eV, one per record in the order listed.